This record from the OMol25 dataset describes 3 unconnected molecules or ions with the total composition C3H13NO4. The level of theory is ωB97M-V/def2-TZVPD.

Each line ends with the Mulliken charge.
Atoms and positions in Å:
N1 -1.155 0.200 1.633  -0.690
C1 0.085 0.040 0.614  -0.028
C2 -0.007 1.141 -0.421  -0.709
O1 -0.815 0.871 -1.595  -0.575
C3 1.460 0.192 1.348  -0.679
O2 2.428 -0.547 0.593  -0.528
H1 -0.958 1.041 2.131  0.252
H2 -0.989 -0.694 2.226  0.286
H3 -0.022 -1.052 0.326  0.416
H4 1.028 1.388 -0.667  0.396
H5 -0.422 2.013 0.015  0.401
H6 -1.529 0.264 -1.256  0.445
H7 1.547 -0.184 2.301  0.423
H8 1.818 1.242 1.333  0.239
H9 2.130 -0.783 -0.260  0.363
O3 -2.969 -0.552 -0.517  -0.711
H10 -3.948 -0.566 -0.578  0.309
H11 -2.693 -0.282 0.393  0.417
O4 1.659 -1.284 -2.166  -0.611
H12 0.998 -0.860 -2.643  0.308
H13 2.353 -1.588 -2.808  0.276

* LUMO: 0.767 eV
* energy: -477.77517 hartree
* energy relative to the best compared isomer or geometry (same formula, charge and spin): 216.2 kJ/mol
* SMILES: NC(CO)CO.O.O
* maximum force: 0.08059 hartree/bohr